Record 1
Density functional theory data (ωB97M-V/def2-TZVPD) for C32H42CdCl2NO2SbSi as an isolated structure.

Element x y z (Å)
Cd1 -0.340900 -0.160400 0.385200
C1 0.062500 -0.102700 2.491500
Si1 1.737500 -0.930500 2.669700
C2 2.875800 -0.066200 1.366500
N1 2.235900 -0.079200 0.046600
C3 2.522300 -1.329600 -0.686000
C4 3.251100 -1.107200 -2.015500
C5 4.463600 -0.200200 -1.811700
C6 4.036800 1.142300 -1.196000
C7 2.569300 1.096700 -0.754900
C8 2.375500 -0.615800 4.430500
C9 2.194700 -1.574100 5.422300
C10 2.460400 -1.292400 6.750200
C11 2.908200 -0.032900 7.115200
C12 3.106100 0.930000 6.140200
C13 2.837500 0.638600 4.816200
C14 1.654300 -2.796600 2.327200
C15 2.758000 -3.631100 2.482100
C16 2.665700 -4.994600 2.255000
C17 1.459800 -5.552100 1.860900
C18 0.354500 -4.734800 1.697500
C19 0.453700 -3.375800 1.932900
H1 0.098100 0.930300 2.838500
H2 -0.715100 -0.617000 3.053600
H3 3.882400 -0.504500 1.329400
H4 2.998400 0.972300 1.679500
H5 1.576600 -1.859200 -0.877700
H6 3.136800 -1.983500 -0.056200
H7 2.576700 -0.660500 -2.748500
H8 3.574400 -2.075400 -2.406300
H9 4.963200 -0.033700 -2.767800
H10 5.176900 -0.700700 -1.151700
H11 4.154700 1.955200 -1.913500
H12 4.666400 1.371800 -0.335400
H13 1.916500 1.100000 -1.631700
H14 2.333000 1.989800 -0.167500
H15 1.830700 -2.552200 5.144700
H16 2.303300 -2.050200 7.502600
H17 3.099900 0.196200 8.152300
H18 3.456100 1.914800 6.415000
H19 2.978500 1.403200 4.065700
H20 3.703500 -3.210700 2.793900
H21 3.531900 -5.626200 2.390400
H22 1.383600 -6.615600 1.687100
H23 -0.591400 -5.159100 1.394200
H24 -0.425200 -2.756500 1.817800
Cl1 -2.283700 -3.550800 -6.290400
C20 -1.788500 -2.577700 -4.948200
C21 -1.016700 -1.434800 -5.201500
C22 -0.623300 -0.657200 -4.151700
Cl2 0.353900 0.735900 -4.422400
C23 -0.964500 -0.925400 -2.779700
O1 -0.599900 -0.124600 -1.871400
C24 -1.733400 -2.122900 -2.574200
C25 -2.099700 -2.548200 -1.259900
O2 -1.803800 -2.032800 -0.183600
C26 -2.129000 -2.919900 -3.669300
H25 -0.739200 -1.190800 -6.215100
H26 -2.723000 -3.463800 -1.245200
H27 -2.699500 -3.817700 -3.480500
C27 -3.706000 5.047100 0.375000
C28 -3.798800 3.567900 0.067900
Sb1 -1.924700 2.430300 -0.284100
C29 -1.340100 3.138900 -2.274800
C30 -1.928700 4.452700 -2.744500
C31 -0.580100 3.666200 0.954800
C32 -0.112000 4.972900 0.346500
H28 -4.700800 5.436400 0.593000
H29 -3.307900 5.604100 -0.467300
H30 -3.079800 5.231000 1.243600
H31 -4.421700 3.401200 -0.810800
H32 -4.272200 3.051600 0.904500
H33 -1.635300 2.336900 -2.949000
H34 -0.250400 3.174900 -2.271900
H35 -3.015900 4.417500 -2.740100
H36 -1.603100 4.653900 -3.765200
H37 -1.604200 5.281100 -2.120800
H38 0.278600 3.026900 1.175700
H39 -1.104300 3.846900 1.894400
H40 0.397600 4.802300 -0.600600
H41 0.587800 5.471500 1.019100
H42 -0.947800 5.647200 0.177600

Cartesian forces (eV/Å) of the 6 atoms listed first:
-0.42 -0.16 -0.63
0.54 -0.55 -0.02
-0.21 0.49 0.11
-0.23 -0.30 0.56
-0.10 0.06 -0.14
-0.19 -0.46 -0.44

Kohn-Sham gap (eV): 7.80
HOMO level (eV): -7.76
Total charge: 0
ΔE to the lowest compared entry with this formula, charge and spin (kJ/mol): 0.0
DFT total energy (Ha): -3067.6595

Record 2
Density functional theory data (ωB97M-V/def2-TZVPD) for a 2-piece molecular cluster, C4H13NO2 overall.

Element x y z (Å)
C1 -0.746153 0.104231 -0.068423
C2 -0.559069 1.373199 -0.919096
C3 -0.900377 2.624752 -0.149870
O1 -1.327431 1.190146 -2.105164
C4 -0.218647 -1.149931 -0.760906
N1 1.194246 -0.996415 -1.156203
H1 -0.265069 0.290264 0.892933
H2 -1.841165 0.056481 -0.008938
H3 0.513818 1.414806 -1.145971
H4 -0.929560 3.516625 -0.785863
H5 -0.178660 2.798177 0.649911
H6 -1.880549 2.614219 0.337704
H7 -1.153447 1.970253 -2.636508
H8 -0.462820 -2.042920 -0.172960
H9 -0.805318 -1.192776 -1.686053
H10 1.663413 -0.885354 -0.241552
H11 1.560437 -1.939296 -1.310676
H12 1.938629 -1.835323 4.526960
H13 1.502607 -2.915561 3.600688
O2 2.101975 -2.738247 4.321464

Cartesian forces (eV/Å) of the 6 atoms listed first:
-0.27 0.69 -0.78
0.84 -0.78 0.45
-0.61 0.61 0.29
0.16 0.32 0.33
-0.89 0.62 -0.89
0.55 -1.03 1.90

Kohn-Sham gap (eV): 10.20
HOMO level (eV): -9.77
Total charge: 0
ΔE to the lowest compared entry with this formula, charge and spin (kJ/mol): 72.1
DFT total energy (Ha): -365.4150
SMILES: C[C@H](O)CCN.O

Record 3
Density functional theory data (ωB97M-V/def2-TZVPD) for C10H11NPbS as an isolated structure.

Element x y z (Å)
Pb1 -0.542568 -1.362516 -1.313268
C1 0.096399 -0.953139 -3.507022
H1 1.185040 -1.047389 -3.369109
H2 -0.418113 -1.864793 -3.842901
H3 -0.272218 0.004351 -3.892376
H4 -2.247840 0.547681 -2.060019
H5 -2.733558 -0.050136 -1.996001
S1 2.584843 1.590443 0.814250
C2 3.023178 1.733059 -0.840831
C3 2.047529 1.111272 -1.631357
C4 0.957513 0.538417 -0.915838
C5 1.070292 0.693510 0.433769
C6 0.116730 0.179728 1.391952
C7 0.146615 0.315578 2.806324
C8 -0.881551 -0.217035 3.612342
C9 -1.969393 -0.903472 3.027934
C10 -1.941394 -1.027040 1.618591
N1 -0.946536 -0.506045 0.856427
H6 3.932478 2.260165 -1.148794
H7 2.175623 1.079333 -2.704849
H8 1.002739 0.846284 3.236487
H9 -0.840709 -0.098476 4.703939
H10 -2.795648 -1.325428 3.615006
H11 -2.749449 -1.544342 1.105346

Cartesian forces (eV/Å) of the 6 atoms listed first:
0.35 0.54 0.72
0.29 -0.39 -1.64
-0.54 0.03 -0.13
0.36 0.53 -0.36
0.07 -0.33 0.31
-0.45 -0.53 0.11

Kohn-Sham gap (spin up / spin down) (eV): 7.19 / 5.62
HOMO level (spin up / spin down) (eV): -16.64 / -16.41
Total charge: +2
DFT total energy (Ha): -1032.6469

Record 4
Density functional theory data (ωB97M-V/def2-TZVPD) for a 2-piece molecular cluster, C3H4BrN overall.

Element x y z (Å)
C1 -0.670600 -1.372487 0.188278
C2 0.834466 0.588720 -0.466593
C3 -0.462566 0.076798 0.199825
N1 -0.851222 -2.516273 0.091465
Br1 -2.086355 1.034555 -0.009767
H1 1.846457 0.323641 -0.103579
H2 0.726246 1.682746 -0.454623
H3 0.963303 -0.062631 -1.372612
H4 -0.299728 0.244929 1.927606

Cartesian forces (eV/Å) of the 6 atoms listed first:
-0.26 -0.66 -0.56
-0.35 -1.04 -0.34
1.73 -0.81 5.29
0.32 1.48 0.24
0.02 0.18 -0.59
-0.93 0.09 1.35

Kohn-Sham gap (eV): 9.47
HOMO level (eV): -9.95
Total charge: 0
ΔE to the lowest compared entry with this formula, charge and spin (kJ/mol): 288.5
DFT total energy (Ha): -2745.3521

Record 5
Density functional theory data (ωB97M-V/def2-TZVPD) for C14H15N5O6S2 in the gas phase.

Element x y z (Å)
O1 1.924399 0.207081 -2.971991
O2 0.002181 0.724733 3.544730
O3 -3.240654 1.936687 0.541782
N1 -0.007860 -1.569794 0.174525
N2 0.386536 -2.389226 3.796330
O4 -1.646204 2.232229 -1.187556
O5 0.288455 -1.605699 4.953557
O6 2.547613 2.333073 -3.507622
S1 -0.955141 -3.835560 -0.574012
S2 0.319798 3.963381 0.230798
C1 2.126480 1.383857 -2.633595
C2 -0.445016 -0.152858 2.714648
C3 -2.087573 2.002116 0.105609
C4 -0.135360 -2.396242 -0.852148
C5 -0.900906 -3.478408 1.101674
C6 -0.430148 -2.211854 1.348473
C7 1.670703 1.928662 -1.377716
C8 2.212255 3.191077 -1.319947
C9 -0.192897 -1.656668 2.747870
N3 0.484463 -2.088919 -2.026144
N4 0.943548 1.431157 -0.299120
N5 -1.164603 0.332609 1.661201
C10 1.560435 -1.583574 5.606681
C11 2.922955 3.403397 -2.639835
C12 1.975853 4.227015 -0.257466
C13 0.354265 2.251043 0.804951
C14 -1.051235 1.797345 1.195687
H1 -0.693899 2.474901 -1.352459
H2 -1.426590 -4.075787 1.831088
H3 0.813939 -1.187984 -2.153791
H4 -0.091838 -2.411492 -2.836722
H5 0.843417 0.378647 -0.283125
H6 -1.716978 -0.278936 1.047638
H7 2.254080 -1.069521 4.930168
H8 1.514778 -1.156774 6.630563
H9 1.931416 -2.591530 5.687759
H10 4.038730 3.519220 -2.549946
H11 2.740145 4.355775 -3.266890
H12 2.168515 5.258361 -0.588993
H13 2.646091 4.126025 0.576813
H14 1.089634 2.155439 1.634810
H15 -1.348348 2.352429 2.037157

Cartesian forces (eV/Å) of the 6 atoms listed first:
0.81 2.17 0.38
-0.73 -3.22 -2.56
2.18 0.25 -2.82
0.41 -0.99 0.37
-2.63 3.53 -3.76
-1.73 -0.24 0.95

Kohn-Sham gap (eV): 8.08
HOMO level (eV): -8.65
Total charge: 0
ΔE to the lowest compared entry with this formula, charge and spin (kJ/mol): 148.6
DFT total energy (Ha): -2063.9527
SMILES: CO/N=C(\C(=O)N[C@H](C(=O)O)[C@H]1NC2=C(COC2=O)CS1)c1csc(N)n1

Record 6
Density functional theory data (ωB97M-V/def2-TZVPD) for a 2-piece molecular cluster, C3H9N3O overall.

Element x y z (Å)
C1 1.467154 0.223488 -0.288803
N1 1.481824 -0.867731 0.625493
N2 1.169583 -0.152264 -1.586681
O1 1.709196 1.353263 0.053368
H1 1.068937 -1.128870 -1.822153
H2 1.609936 -1.807156 0.282132
H3 1.788219 -0.617473 1.552442
H4 1.173907 0.613773 -2.243594
N3 -1.877221 -0.141867 -0.685678
C2 -1.157087 -0.065617 0.504045
C3 -1.399262 0.827873 1.463707
H5 -2.358756 0.723437 -0.921639
H6 -1.345017 -0.441425 -1.487097
H7 -0.287395 -0.897588 0.793028
H8 -2.043019 1.679315 1.303628
H9 -1.000999 0.698842 2.457802

Cartesian forces (eV/Å) of the 6 atoms listed first:
0.76 -1.37 0.32
1.04 0.89 -0.94
0.16 0.29 0.99
-0.17 0.02 -0.12
0.03 0.49 -0.32
0.22 0.15 0.24

Kohn-Sham gap (eV): 8.43
HOMO level (eV): -7.87
Total charge: 0
ΔE to the lowest compared entry with this formula, charge and spin (kJ/mol): 150.7
DFT total energy (Ha): -359.1870
SMILES: NC(N)=O.C=CN

Question: The lowest DFT total energy belongs to which entry?
Answer: C32H42CdCl2NO2SbSi